# C30H36CoOPSb2Se4

A molecular structure, C30H36CoOPSb2Se4 (ωB97M-V/def2-TZVPD, the OMol25 dataset).

The value obtained for the total energy is -355122.442 eV. The calculation puts the LUMO energy (alpha / beta) at 2.086 / 1.448 eV. The max |F| is 0.584 eV/A. The net charge is -1. The energy relative to the best compared isomer or geometry (same formula, charge and spin) comes out at 1.789 eV. The value obtained for the molar mass is 1061.88 g mol⁻¹. The multiplicity is 4.

```
75
Properties=species:S:1:pos:R:3:mulliken_charge:R:1
Co -1.47704 1.27961 -0.03302 0.89
C 1.33301 2.19662 1.99296 -1.51
C -0.15658 2.18684 2.18932 0.51
C -0.92563 3.32518 1.96488 -0.71
C -2.29073 3.35255 2.25129 1.01
C -3.09970 4.58742 1.98731 -1.45
C -2.89664 2.19321 2.71240 -0.73
C -2.16733 1.01850 2.89951 0.89
C -2.85728 -0.24340 3.33643 -1.29
C -0.79750 1.03364 2.65280 -0.06
H 1.60746 1.55121 1.15945 -0.03
H 1.84338 1.81863 2.88142 0.38
H 1.69935 3.20346 1.78999 0.40
H -0.44260 4.22546 1.59980 0.27
H -3.59399 4.47313 1.01943 0.17
H -2.47339 5.47938 1.96450 0.38
H -3.87340 4.72379 2.74290 0.40
H -3.96651 2.19006 2.88327 0.25
H -3.34548 -0.71654 2.48093 0.17
H -3.62509 -0.03252 4.08122 0.48
H -2.14640 -0.95115 3.76454 0.28
H -0.20784 0.14399 2.84344 0.03
Se -2.91904 -0.41250 -4.55306 -0.66
Sb -4.41993 -0.84384 -2.70259 0.40
Se -4.24558 2.17156 -0.62758 -0.60
Se -3.39032 -0.07664 -0.46427 -0.39
Se -5.03648 -3.17513 -2.32270 -0.60
C 0.50727 1.05652 -3.45368 -0.90
Sb -0.63689 2.37084 -2.20444 0.23
C -1.84621 3.19914 -3.73553 -1.02
C 0.85151 3.94360 -2.18144 -1.40
H 1.30988 1.60227 -3.94847 0.49
H -0.17550 0.63464 -4.19125 0.28
H 0.93354 0.24101 -2.87164 -0.02
H -1.21681 3.50425 -4.57128 0.33
H -2.41270 4.04649 -3.35539 0.35
H -2.53471 2.41821 -4.05442 0.20
H 1.41077 3.94328 -3.11466 0.42
H 1.53955 3.80487 -1.34821 0.32
H 0.36131 4.90906 -2.06095 0.37
O 0.31088 -0.07537 0.01292 0.81
P 1.02398 -1.38095 -0.00888 1.25
C 0.19619 -2.68054 -0.92236 0.37
C -0.66535 -2.30974 -1.95160 0.15
C -1.29431 -3.28591 -2.71435 -0.80
C -1.06185 -4.62344 -2.44772 -0.84
C -0.19934 -4.99873 -1.42433 -0.80
C 0.42888 -4.03085 -0.66146 -0.36
C 2.67465 -1.17807 -0.72017 0.24
C 3.47226 -2.25979 -1.08113 -0.42
C 4.73099 -2.04847 -1.61842 -0.68
C 5.19840 -0.75395 -1.80530 -0.55
C 4.40205 0.32718 -1.46336 -0.92
C 3.14185 0.11631 -0.92394 0.05
C 1.25703 -2.01403 1.66644 0.23
C 2.43018 -1.78829 2.37835 -0.53
C 2.51515 -2.14808 3.71619 -0.76
C 1.42749 -2.73315 4.34585 -0.54
C 0.25248 -2.96047 3.64061 -0.71
C 0.16614 -2.60165 2.30689 -0.44
H -0.86411 -1.26535 -2.16143 0.16
H -1.96879 -2.98001 -3.50226 0.46
H -1.56747 -5.37987 -3.03254 0.41
H -0.02894 -6.04683 -1.21375 0.40
H 1.08048 -4.32756 0.15279 0.44
H 3.10469 -3.27087 -0.95747 0.35
H 5.34230 -2.89496 -1.90306 0.42
H 6.17979 -0.59227 -2.23235 0.37
H 4.75067 1.33853 -1.62712 0.44
H 2.49834 0.95411 -0.68817 0.09
H 3.27962 -1.32588 1.88999 0.39
H 3.43026 -1.96837 4.26522 0.42
H 1.49250 -3.01122 5.38972 0.38
H -0.59994 -3.41233 4.13137 0.46
H -0.75689 -2.76582 1.76161 0.52
```

# C30H36FeN3OS

A molecular structure, C30H36FeN3OS in a non-equilibrium geometry (ωB97M-V/def2-TZVPD, the OMol25 dataset).

The value obtained for the total energy is -83427.865 eV. The calculation puts the LUMO energy (alpha / beta) at 2.044 / 1.214 eV. The max |F| is 3.003 eV/A. The net charge is -1. The value obtained for the molar mass is 542.55 g mol⁻¹. The multiplicity is 5.

```
72
Properties=species:S:1:pos:R:3:mulliken_charge:R:1
C 1.20495 -0.89646 3.65450 -1.61
C 2.16049 -1.91355 3.05023 1.11
C 3.58102 -1.50413 3.38134 -1.74
N 1.88332 -3.29408 3.52471 -0.56
C 1.59229 -4.06359 2.53935 -0.51
S 1.32625 -5.76802 2.66954 -0.39
C 2.85758 -6.15146 3.73307 -0.52
C 2.88005 -7.57391 4.10406 0.32
N 2.86506 -8.70201 4.37693 -0.54
C 1.66498 -3.39078 1.15332 1.75
C 2.82596 -3.99684 0.36327 -1.80
C 0.35997 -3.48015 0.37905 -1.76
N 1.92644 -1.99905 1.58591 0.77
C 2.29364 -0.96507 0.73301 -1.06
C 1.56754 -0.24019 -0.15792 0.31
C 2.31335 0.59084 -1.14607 -0.81
H 1.34040 -0.86706 4.73881 0.41
H 1.41770 0.09417 3.23872 0.28
H 0.16527 -1.16186 3.43304 0.33
H 3.71781 -1.55551 4.46615 0.40
H 4.31305 -2.17513 2.91561 0.33
H 3.76300 -0.47517 3.05687 0.38
H 3.73194 -5.90541 3.12470 0.18
H 2.77985 -5.50324 4.60779 0.31
H 2.64800 -5.07810 0.26599 0.42
H 2.88053 -3.55150 -0.63813 0.39
H 3.77665 -3.85532 0.90062 0.35
H 0.14802 -4.53411 0.15936 0.45
H -0.46562 -3.07173 0.97741 0.36
H 0.44685 -2.92253 -0.56057 0.32
H 3.36714 -0.70725 0.77718 0.12
H 0.48200 -0.33098 -0.25114 0.54
H 1.68853 1.14725 -1.85110 -0.30
H 2.98909 1.29761 -0.64235 0.36
H 2.98153 -0.06381 -1.72862 0.35
C -5.99002 0.70154 2.93115 -0.82
O -4.79636 1.48010 3.13891 -0.44
C -4.01692 1.78587 2.07075 0.84
C -2.89597 2.61398 2.34862 -0.57
C -2.03928 2.97706 1.34170 -0.75
C -2.20315 2.47647 0.00800 1.00
C -1.31137 2.85527 -1.00954 -1.30
C -1.63919 2.63678 -2.42411 1.52
C -2.45436 3.41978 -3.39220 -0.50
C -2.53801 2.67330 -4.63611 -0.70
C -1.80571 1.43131 -4.46614 -0.77
C -1.26128 1.40986 -3.13340 0.10
Fe -0.67167 3.03709 -4.08907 -0.53
C 1.16988 2.65116 -4.64669 -0.49
C 1.14681 3.51375 -3.47304 -0.31
C 0.37633 4.69867 -3.80301 -0.66
C -0.07681 4.57563 -5.17931 -0.58
C 0.41438 3.30764 -5.70397 -0.90
C -3.38157 1.69529 -0.25666 -0.83
C -4.25257 1.33287 0.74497 -0.43
H -6.42860 0.60950 3.92580 0.24
H -6.68086 1.21925 2.25730 0.33
H -5.74309 -0.28646 2.52961 0.33
H -2.74484 2.92500 3.37971 0.39
H -1.23852 3.68889 1.53849 0.35
H -0.51705 3.57491 -0.77319 0.23
H -2.96657 4.34582 -3.17269 0.49
H -3.09772 2.96566 -5.51172 0.53
H -1.72982 0.62265 -5.18208 0.53
H -0.75361 0.60181 -2.61291 0.61
H 1.72595 1.72272 -4.74162 0.49
H 1.70092 3.35076 -2.55329 0.62
H 0.25013 5.57192 -3.17158 0.45
H -0.60808 5.33423 -5.74021 0.50
H 0.29865 2.95192 -6.71840 0.47
H -3.60690 1.41090 -1.28640 0.28
H -5.10776 0.68521 0.52773 0.34
```

# C30H36N6O5P2S

A molecular structure, C30H36N6O5P2S in a non-equilibrium geometry (ωB97M-V/def2-TZVPD, the OMol25 dataset).

The value obtained for the total energy is -80280.697 eV. The calculation puts the LUMO energy at -0.963 eV. The max |F| is 7.664 eV/A. The value obtained for the molar mass is 654.67 g mol⁻¹. The multiplicity is 1.

```
80
Properties=species:S:1:pos:R:3:mulliken_charge:R:1
C 3.86588 -1.19563 0.00380 -0.90
C 2.89038 -0.08828 -0.68461 0.46
C 3.54239 1.35745 -0.94218 -1.03
N 1.66582 -0.46057 -1.01614 -0.37
O 0.72814 0.46341 -0.57663 0.11
P -0.54928 0.29300 -1.73941 0.83
O 0.11073 0.58727 -3.10499 -0.72
O -1.12368 -1.31346 -1.84689 -0.25
C -1.96739 -1.68880 -0.72309 -0.31
C -1.24290 -1.66534 0.70458 0.16
O -0.29469 -2.46936 0.88569 -0.41
O -1.77258 1.46658 -1.54083 -0.31
P -2.27890 1.65825 0.08825 0.32
S -2.88369 3.51209 0.33125 -0.37
H 3.66216 -2.20262 -0.52003 0.33
H 4.97191 -0.91363 -0.11543 0.27
H 3.61521 -1.28007 1.10976 0.31
H 2.82588 2.04297 -1.49998 0.33
H 3.82364 1.87876 0.04951 0.21
H 4.50739 1.27528 -1.56741 0.36
H -2.30394 -2.77401 -0.91778 0.32
H -2.89790 -1.02005 -0.73573 0.23
H -1.62903 -0.96662 1.52583 0.27
H -3.45954 0.83934 0.28213 0.09
H -1.26094 1.40135 1.05812 0.11
N 5.16894 -2.00740 -3.27035 -0.54
C 5.41824 -3.21260 -3.80803 -0.38
C 4.49312 -3.93474 -4.54450 -0.39
C 3.23399 -3.38480 -4.73551 -0.42
C 2.94817 -2.14158 -4.18986 -0.67
C 3.94331 -1.49793 -3.47255 -0.32
H 6.41539 -3.60157 -3.62820 0.36
H 4.74955 -4.90229 -4.95788 0.41
H 2.48320 -3.91990 -5.30466 0.81
H 1.97546 -1.68247 -4.31876 0.45
H 3.76967 -0.52339 -3.02996 0.66
N 2.16231 -6.28881 -5.78780 -0.28
C 1.43535 -6.26512 -4.65704 0.05
C 0.52831 -7.25091 -4.30321 -0.76
C 0.35510 -8.32356 -5.16532 -0.15
C 1.09111 -8.37225 -6.34030 -0.46
C 1.97589 -7.33904 -6.60256 -0.28
H 1.60306 -5.40511 -4.01701 0.40
H -0.02878 -7.18133 -3.37737 0.36
H -0.34668 -9.11439 -4.92393 0.37
H 0.98062 -9.19437 -7.03620 0.35
H 2.57637 -7.33439 -7.50657 0.38
N 4.85654 1.46905 2.86037 -0.28
C 6.10247 1.85348 3.18258 -0.18
C 6.39518 2.77741 4.17273 -0.51
C 5.34174 3.34436 4.87329 -0.14
C 4.04421 2.96782 4.56217 -0.62
C 3.85645 2.03273 3.55731 -0.04
H 6.89318 1.38528 2.60546 0.36
H 7.42113 3.04687 4.38996 0.36
H 5.53005 4.07234 5.65474 0.36
H 3.19745 3.39007 5.08861 0.36
H 2.85955 1.70374 3.28118 0.36
N -3.63038 4.68287 5.49634 -0.56
C -3.43641 4.63266 4.16916 -0.24
C -3.93672 5.57024 3.28033 -0.11
C -4.68548 6.62176 3.78832 -0.41
C -4.90316 6.69713 5.15657 -0.33
C -4.35666 5.71087 5.96195 -0.28
H -2.84755 3.79064 3.81943 0.53
H -3.74593 5.48040 2.21810 0.27
H -5.09530 7.37536 3.12459 0.40
H -5.48322 7.50353 5.58758 0.37
H -4.49597 5.72804 7.03812 0.37
N -6.12744 1.13809 2.83647 -0.52
C -5.98174 2.46575 2.69654 -0.27
C -6.89000 3.27546 2.03401 -0.18
C -8.01444 2.68277 1.47885 -0.47
C -8.18933 1.31212 1.60710 -0.29
C -7.22518 0.59018 2.29139 -0.33
H -5.08620 2.88156 3.14427 0.53
H -6.72195 4.34220 1.95391 0.38
H -8.74782 3.28286 0.95138 0.37
H -9.05491 0.81638 1.18575 0.37
H -7.31897 -0.48339 2.42127 0.38
```